{"formula": "C24H18MnN4O6S3", "method": "ωB97M-V/def2-TZVPD", "symbols": ["Mn", "O", "C", "O", "C", "C", "C", "C", "C", "N", "C", "O", "O", "H", "H", "H", "H", "O", "C", "C", "C", "C", "C", "C", "C", "O", "N", "N", "C", "S", "C", "C", "S", "H", "H", "H", "H", "H", "H", "H", "H", "H", "S", "C", "N", "C", "C", "C", "C", "C", "C", "H", "H", "H", "H", "H"], "coordinates": [[0.7889, -0.2764, 0.2299], [-1.7641, -1.1088, -3.3685], [-0.8621, -0.8788, -2.4141], [-0.7338, 0.1885, -1.8587], [-0.0008, -2.0622, -2.0979], [-0.0767, -3.2710, -2.7616], [0.7723, -4.2936, -2.3390], [1.6374, -4.0623, -1.2880], [1.6435, -2.8122, -0.6765], [0.8415, -1.8353, -1.0840], [2.5575, -2.4774, 0.5026], [3.3672, -3.3144, 0.8545], [2.3663, -1.3007, 0.9719], [-2.2882, -0.3021, -3.4873], [-0.7747, -3.4171, -3.5709], [0.7399, -5.2572, -2.8287], [2.3150, -4.8099, -0.9008], [-1.4163, -3.7543, 2.0118], [-2.3463, -3.0308, 2.6671], [-3.2761, -3.7396, 3.4302], [-4.2692, -3.0751, 4.1171], [-4.3609, -1.6862, 4.0611], [-3.4418, -0.9834, 3.3109], [-2.4225, -1.6295, 2.6063], [-1.4511, -0.8294, 1.8195], [-0.5130, -1.4578, 1.1852], [-1.5881, 0.4680, 1.8123], [-0.5944, 1.0813, 1.0304], [-0.8276, 2.3342, 0.8989], [-2.2188, 3.0895, 1.6525], [-1.9561, 4.7054, 0.8797], [-0.4636, 4.9110, 0.7004], [0.1990, 3.4035, -0.0468], [-0.8535, -3.1103, 1.5287], [-3.1903, -4.8171, 3.4628], [-4.9800, -3.6418, 4.7050], [-5.1395, -1.1636, 4.5993], [-3.4887, 0.0954, 3.2543], [-2.3843, 5.4621, 1.5372], [-2.4665, 4.7474, -0.0830], [0.0235, 5.0974, 1.6573], [-0.2492, 5.7383, 0.0244], [4.2747, 2.5813, 0.3547], [3.0958, 1.3786, 0.6713], [2.3004, 1.0738, -0.3096], [2.6302, 1.8018, -1.4511], [2.0018, 1.6983, -2.6922], [2.4549, 2.4903, -3.7239], [3.5215, 3.3812, -3.5373], [4.1506, 3.4893, -2.3167], [3.6944, 2.6867, -1.2710], [3.0362, 0.8825, 1.6287], [1.1713, 1.0221, -2.8214], [1.9823, 2.4268, -4.6948], [3.8554, 3.9902, -4.3663], [4.9764, 4.1732, -2.1760]], "atomic_forces_ev_per_a": [[-0.15, 0.08, -0.03], [-0.06, -0.03, -0.03], [0.23, -0.16, 0.12], [-0.04, -0.08, 0.03], [-0.23, 0.35, -0.03], [0.22, -0.10, 0.18], [-0.09, 0.09, -0.05], [0.05, 0.06, 0.08], [0.02, -0.12, -0.08], [0.19, -0.21, -0.10], [-0.03, 0.05, -0.02], [0.03, -0.02, 0.01], [-0.23, -0.02, 0.02], [0.04, 0.01, 0.03], [-0.04, 0.06, -0.01], [0.02, -0.02, 0.01], [0.00, -0.03, -0.02], [0.04, 0.11, -0.09], [-0.04, 0.00, -0.03], [0.00, 0.01, -0.01], [-0.01, 0.00, 0.02], [0.02, -0.01, -0.02], [-0.02, 0.03, 0.03], [0.02, 0.02, -0.02], [-0.01, 0.03, 0.11], [0.04, 0.05, -0.24], [0.07, -0.08, -0.12], [-0.09, 0.01, 0.28], [0.19, 0.13, -0.12], [-0.06, -0.12, 0.04], [0.09, 0.10, -0.05], [-0.11, 0.06, 0.03], [-0.05, -0.06, 0.07], [0.04, 0.00, 0.09], [0.01, -0.02, -0.01], [-0.01, -0.01, 0.00], [-0.01, 0.00, 0.01], [0.01, 0.00, -0.01], [0.01, -0.02, 0.01], [-0.01, -0.05, 0.02], [0.02, -0.04, -0.01], [0.02, -0.02, -0.02], [-0.01, -0.05, 0.00], [-0.14, -0.08, -0.13], [0.06, 0.04, 0.04], [-0.05, -0.15, 0.08], [0.05, 0.07, -0.04], [0.03, 0.01, 0.03], [-0.04, -0.01, -0.05], [0.01, 0.00, 0.04], [0.01, 0.08, -0.14], [0.01, 0.02, 0.03], [-0.01, -0.01, 0.03], [-0.01, 0.00, -0.01], [0.02, 0.01, 0.00], [0.01, 0.00, 0.01]], "s_squared": 1.2373, "orbital_gap_ev": [7.273, 7.184], "homo_energy_ev": [-7.68, -7.60], "energy_ev": -107253.905, "lumo_energy_ev": [-0.40, -0.42], "charge": 0, "e_above_lowest_kj_mol": 11.2, "spin_multiplicity": 2}